1.
DFT (the ωB97M-V functional and the def2-TZVPD basis) results for a structure of composition C19H37AsAuN4OSi2.

Atoms and positions in Å:
1 Au -0.739 0.193 0.053
2 N -2.492 0.375 1.208
3 C -3.770 -0.313 0.863
4 C -3.706 -1.833 0.903
5 C -3.086 -2.515 -0.332
6 C -1.832 -3.334 -0.054
7 N -0.821 -2.524 0.641
8 H -2.205 0.116 2.153
9 H -2.672 1.377 1.270
10 H -4.081 0.034 -0.123
11 H -4.507 0.040 1.587
12 H -4.738 -2.168 1.018
13 H -3.207 -2.141 1.828
14 H -2.835 -1.758 -1.076
15 H -3.831 -3.163 -0.797
16 H -1.403 -3.655 -1.004
17 H -2.087 -4.240 0.507
18 H 0.105 -2.910 0.512
19 H -0.986 -2.543 1.642
20 O 1.063 0.095 -0.867
21 C 1.296 -0.868 -1.768
22 C 2.544 -1.514 -1.730
23 C 2.885 -2.475 -2.658
24 C 1.992 -2.837 -3.662
25 C 0.776 -2.196 -3.732
26 C 0.419 -1.203 -2.811
27 C -0.834 -0.497 -2.984
28 N -1.568 0.056 -2.037
29 C -2.683 0.592 -2.645
30 C -2.618 0.362 -3.977
31 N -1.445 -0.324 -4.176
32 H 3.243 -1.228 -0.959
33 H 3.854 -2.953 -2.597
34 H 2.247 -3.605 -4.379
35 H 0.072 -2.479 -4.506
36 H -3.441 1.122 -2.096
37 H -3.275 0.627 -4.785
38 H -1.064 -0.600 -5.065
39 C 3.056 0.523 3.869
40 Si 2.562 0.219 2.084
41 C 3.697 1.163 0.937
42 C 2.498 -1.619 1.731
43 As 0.318 0.971 2.125
44 Si 0.383 3.219 1.382
45 C 1.186 3.468 -0.287
46 C 1.280 4.135 2.749
47 C -1.421 3.751 1.286
48 H 4.094 0.217 4.020
49 H 2.433 -0.043 4.562
50 H 2.987 1.580 4.134
51 H 4.700 0.729 0.926
52 H 3.798 2.199 1.267
53 H 3.303 1.172 -0.075
54 H 3.502 -2.050 1.706
55 H 2.031 -1.806 0.767
56 H 1.933 -2.140 2.508
57 H 2.270 3.379 -0.226
58 H 0.953 4.460 -0.681
59 H 0.837 2.720 -0.999
60 H 2.334 3.854 2.795
61 H 0.833 3.956 3.728
62 H 1.238 5.210 2.555
63 H -1.909 3.300 0.417
64 H -1.494 4.833 1.161
65 H -1.974 3.490 2.191

## Properties
* max |F|: 0.58 eV/Å
* total charge: +1
* E: -108594.9844 eV
* 2S+1: 1
* HOMO: -10.806 eV

=====

2.
DFT (the ωB97M-V functional and the def2-TZVPD basis) results for the molecule C6H9NO at a distorted geometry.

Atoms and positions in Å:
1 C 0.722 1.835 -0.310
2 C 0.398 0.506 0.433
3 C 1.315 -0.609 0.159
4 N 2.731 -0.426 -0.169
5 C 3.874 -0.284 0.049
6 O 5.029 -0.076 0.008
7 C -0.192 -0.528 -0.560
8 C -1.103 -1.563 -0.011
9 H 1.369 1.602 -1.172
10 H 1.311 2.467 0.205
11 H -0.176 2.331 -0.461
12 H 0.062 0.695 1.367
13 H 1.458 -1.500 0.763
14 H -0.202 -0.117 -1.582
15 H -0.823 -1.779 0.950
16 H -1.196 -2.385 -0.639
17 H -2.180 -1.058 0.097

## Properties
* SMILES: C[C@@H]1C(N=C=O)[C@H]1C
* energy relative to the best compared isomer or geometry (same formula, charge and spin): 2.6774 eV
* max |F|: 4.86 eV/Å
* E: -9902.9267 eV
* 2S+1: 1
* HOMO: -9.256 eV